No. 1
C72H193AsCrF6N17O21 as an isolated structure, computed with ωB97M-V/def2-TZVPD.

Geometry as XYZ:
```
311
Properties=species:S:1:pos:R:3
Cr -5.161 3.262 0.739
C -5.668 3.837 -3.339
C -5.515 3.505 -1.889
O -6.360 3.333 -1.010
O -4.422 3.322 -1.305
H -4.753 3.694 -3.913
H -6.239 4.752 -3.497
H -6.322 3.055 -3.726
C -7.237 3.190 4.237
C -6.513 3.268 2.948
O -5.339 2.832 2.861
O -6.917 3.736 1.891
H -7.579 2.185 4.488
H -8.118 3.820 4.116
H -6.591 3.578 5.024
As 0.186 0.479 0.263
F -0.156 0.386 1.967
F -1.490 1.210 0.155
F 0.268 0.411 -1.485
F 1.871 -0.136 0.416
F -0.521 -1.176 0.090
F 0.883 2.143 0.378
C -0.355 -2.624 -5.690
C 0.569 -3.761 -6.158
C 0.017 -4.447 -7.498
O 0.749 -5.644 -7.667
C 0.462 -6.234 -8.963
N 1.901 -3.165 -6.357
H -0.115 -2.234 -4.701
H -1.316 -3.124 -5.567
H -0.478 -1.839 -6.436
H 0.658 -4.409 -5.286
H 0.213 -3.774 -8.332
H -1.064 -4.556 -7.409
H -0.593 -6.500 -9.033
H 1.010 -7.160 -9.135
H 0.636 -5.550 -9.794
H 2.272 -2.893 -5.458
H 2.420 -3.948 -6.728
C 8.188 -6.520 1.889
C 7.328 -5.836 2.958
C 6.021 -5.103 2.412
O 6.441 -4.355 1.276
C 5.310 -3.831 0.574
N 7.029 -6.913 3.915
H 7.561 -6.970 1.119
H 8.787 -7.325 2.314
H 8.720 -5.732 1.357
H 7.927 -5.107 3.503
H 5.647 -4.455 3.204
H 5.330 -5.908 2.162
H 5.661 -3.292 -0.306
H 4.804 -3.017 1.093
H 4.549 -4.594 0.410
H 6.933 -7.791 3.424
H 6.085 -6.750 4.232
C 2.323 -2.963 -1.323
C 2.964 -3.105 -2.700
C 3.598 -1.827 -3.226
O 4.025 -2.070 -4.562
C 4.391 -0.888 -5.335
N 3.880 -4.291 -2.727
H 1.593 -2.157 -1.394
H 3.087 -2.795 -0.565
H 1.695 -3.781 -0.971
H 2.167 -3.266 -3.426
H 4.414 -1.509 -2.577
H 2.836 -1.048 -3.226
H 5.138 -0.244 -4.870
H 3.531 -0.286 -5.628
H 4.893 -1.231 -6.240
H 3.391 -5.092 -3.099
H 4.538 -4.151 -3.481
C 2.101 7.380 5.502
C 1.194 6.159 5.326
C 1.728 5.183 4.267
O 1.671 5.776 2.974
C 1.589 4.776 1.930
N 0.921 5.594 6.700
H 1.809 7.894 6.418
H 2.109 8.036 4.632
H 3.171 7.219 5.640
H 0.253 6.516 4.907
H 1.137 4.271 4.346
H 2.727 4.939 4.629
H 0.656 4.220 2.030
H 2.483 4.199 1.696
H 1.497 5.340 1.001
H 1.832 5.438 7.107
H 0.491 4.684 6.609
C 2.467 0.435 -8.113
C 1.316 0.962 -7.279
C 1.154 2.519 -7.290
O 2.212 3.150 -6.527
C 1.966 2.971 -5.095
N 0.136 0.371 -7.844
H 2.685 -0.632 -8.058
H 3.393 0.918 -7.800
H 2.439 0.588 -9.192
H 1.477 0.617 -6.258
H 0.153 2.791 -6.954
H 1.330 2.786 -8.332
H 0.953 3.033 -4.698
H 2.717 3.466 -4.479
H 2.189 1.921 -4.907
H -0.734 0.489 -7.345
H 0.309 -0.623 -7.884
C 7.389 3.902 -3.020
C 5.991 3.787 -3.565
C 4.889 3.478 -2.523
O 4.548 2.077 -2.512
C 3.586 1.711 -1.562
N 5.729 5.103 -4.114
H 7.569 4.852 -2.516
H 8.042 3.815 -3.888
H 7.536 3.072 -2.328
H 5.886 3.044 -4.356
H 4.036 4.111 -2.766
H 5.333 3.783 -1.576
H 3.458 0.652 -1.788
H 2.697 2.341 -1.606
H 4.003 1.870 -0.568
H 5.732 4.915 -5.106
H 4.759 5.273 -3.888
C -2.433 3.588 4.920
C -1.500 2.684 4.185
C -0.660 1.826 5.103
O -0.032 2.596 6.160
C 0.873 1.875 6.925
N -2.138 1.866 3.144
H -2.945 3.087 5.742
H -3.174 4.057 4.273
H -2.021 4.496 5.361
H -0.856 3.325 3.583
H 0.132 1.364 4.514
H -1.267 1.070 5.602
H 0.298 1.142 7.491
H 1.321 2.551 7.653
H 1.712 1.378 6.438
H -2.799 1.288 3.642
H -1.500 1.200 2.732
C 9.329 -1.955 3.300
C 8.052 -1.146 3.155
C 7.901 -0.717 1.676
O 6.815 0.196 1.564
C 6.603 0.690 0.210
N 6.981 -2.064 3.501
H 10.158 -1.262 3.151
H 9.464 -2.773 2.593
H 9.414 -2.370 4.304
H 8.045 -0.256 3.785
H 7.756 -1.581 1.027
H 8.847 -0.214 1.473
H 6.270 -0.044 -0.523
H 7.429 1.261 -0.214
H 5.860 1.472 0.368
H 7.024 -2.917 2.962
H 6.110 -1.689 3.155
C -2.487 -3.170 -2.167
C -2.664 -4.621 -2.685
C -1.315 -5.381 -2.663
O -1.320 -6.636 -3.313
C -0.109 -7.305 -3.253
N -3.519 -5.345 -1.774
H -2.216 -3.127 -1.112
H -3.399 -2.597 -2.333
H -1.691 -2.645 -2.695
H -2.996 -4.782 -3.711
H -1.066 -5.606 -1.626
H -0.539 -4.763 -3.113
H 0.442 -7.186 -4.186
H -0.340 -8.347 -3.032
H 0.471 -7.018 -2.376
H -3.580 -6.306 -2.080
H -3.074 -5.427 -0.871
C -1.438 -2.606 6.452
C -1.291 -3.163 5.003
C -2.423 -4.148 4.681
O -2.091 -5.436 5.214
C -3.192 -6.347 5.362
N -1.437 -2.014 4.071
H -2.272 -1.906 6.494
H -0.546 -2.107 6.832
H -1.724 -3.421 7.118
H -0.290 -3.594 5.001
H -2.578 -4.248 3.606
H -3.377 -3.786 5.064
H -4.087 -5.892 5.786
H -3.101 -7.223 6.003
H -3.424 -6.703 4.358
H -1.329 -2.410 3.148
H -0.695 -1.332 4.143
C -3.988 -0.996 0.068
C -4.874 0.189 0.098
C -6.298 0.036 0.761
O -6.948 1.260 0.695
C -8.350 1.129 0.812
N -4.280 1.330 0.801
H -3.199 -0.649 -0.599
H -4.469 -1.863 -0.386
H -3.582 -1.203 1.058
H -4.902 0.578 -0.919
H -6.229 -0.250 1.810
H -6.906 -0.773 0.357
H -8.801 2.093 0.577
H -8.722 0.874 1.804
H -8.860 0.450 0.129
H -3.313 1.206 0.537
H -4.123 0.983 1.737
C -1.723 4.673 -2.926
C -0.489 4.421 -1.991
C 0.239 5.764 -1.666
O 0.546 6.650 -2.775
C 1.410 6.123 -3.799
N -1.069 3.673 -0.872
H -2.127 3.745 -3.331
H -1.393 5.261 -3.782
H -2.514 5.188 -2.381
H 0.167 3.735 -2.527
H 1.170 5.544 -1.143
H -0.343 6.361 -0.965
H 1.738 6.865 -4.527
H 0.824 5.323 -4.252
H 2.236 5.599 -3.319
H -1.701 3.022 -1.316
H -0.357 3.118 -0.418
C -1.931 5.888 1.978
C -3.297 5.306 1.690
C -4.024 6.140 0.653
O -5.275 5.453 0.459
C -6.347 6.325 -0.016
N -3.200 3.944 1.246
H -1.963 6.936 2.277
H -1.220 5.856 1.152
H -1.496 5.451 2.876
H -3.898 5.212 2.594
H -3.497 6.147 -0.301
H -4.127 7.133 1.089
H -6.202 7.367 0.268
H -7.323 6.008 0.352
H -6.452 6.379 -1.099
H -2.415 3.906 0.612
H -2.802 3.437 2.023
C 0.865 -4.370 1.691
C -0.462 -4.649 1.052
C -1.134 -5.992 1.323
O -2.486 -6.050 0.813
C -3.104 -7.338 1.068
N -1.290 -3.508 1.351
H 1.630 -5.046 1.309
H 0.876 -4.437 2.779
H 1.229 -3.364 1.482
H -0.229 -4.585 -0.011
H -1.246 -6.148 2.396
H -0.618 -6.882 0.965
H -3.184 -7.512 2.141
H -2.550 -8.159 0.612
H -4.066 -7.378 0.558
H -0.864 -2.680 0.961
H -2.223 -3.720 1.027
C 3.151 1.467 3.222
C 3.581 -0.083 3.391
C 2.393 -1.078 3.674
O 1.769 -0.915 4.975
C 2.602 -1.368 6.036
N 4.117 -0.500 2.124
H 2.443 1.551 2.398
H 3.955 2.172 3.012
H 2.701 1.845 4.140
H 4.263 0.005 4.237
H 2.772 -2.099 3.644
H 1.579 -1.037 2.950
H 3.101 -2.319 5.851
H 2.029 -1.650 6.920
H 3.365 -0.645 6.324
H 4.951 -0.014 1.829
H 3.381 -0.390 1.441
C -4.337 0.246 5.881
C -4.702 -0.867 4.867
C -6.214 -1.042 4.600
O -6.977 -1.398 5.770
C -8.343 -1.200 5.563
N -3.947 -0.536 3.653
H -4.489 1.230 5.435
H -3.360 0.062 6.328
H -5.063 0.273 6.693
H -4.424 -1.826 5.305
H -6.325 -1.743 3.772
H -6.559 -0.096 4.183
H -8.821 -1.655 6.431
H -8.695 -1.670 4.645
H -8.641 -0.152 5.554
H -3.033 -0.940 3.800
H -4.281 -1.147 2.922
C -3.246 2.617 -7.827
C -3.643 1.382 -6.991
C -2.881 1.414 -5.636
O -1.592 0.892 -5.779
C -0.954 0.854 -4.574
N -5.052 1.535 -6.707
H -2.204 2.677 -8.141
H -3.437 3.558 -7.311
H -3.830 2.682 -8.744
H -3.314 0.474 -7.496
H -3.486 0.713 -5.060
H -2.888 2.416 -5.207
H -0.014 0.312 -4.681
H -1.481 0.321 -3.782
H -0.692 1.867 -4.268
H -5.270 0.695 -6.191
H -5.568 1.362 -7.558
```

Output
**Highest occupied orbital energy (alpha / beta)**: -8.4 / -8.4 eV
**<S²>**: 3.78
**E_LUMO (alpha / beta)**: -0.49 / 0.09 eV
**Electronic energy**: -9249.19230 hartree
**Multiplicity**: 4

=====

No. 2
C72H69N2P2Pd as an isolated structure, computed with ωB97M-V/def2-TZVPD.

Geometry as XYZ:
```
146
Properties=species:S:1:pos:R:3
C -6.790 2.884 -1.888
C -5.409 2.931 -2.474
C -4.691 4.122 -2.365
C -3.403 4.242 -2.895
C -2.712 5.568 -2.868
C -2.811 3.091 -3.437
N -1.415 3.129 -3.767
C -0.373 2.588 -3.101
N 0.784 2.975 -3.684
C 2.107 2.808 -3.129
C 2.747 1.546 -3.162
C 2.127 0.335 -3.801
C 4.017 1.416 -2.590
C 4.689 2.515 -2.054
C 6.083 2.405 -1.519
C 4.028 3.740 -2.014
C 2.773 3.931 -2.594
C 2.188 5.314 -2.584
C 0.528 3.759 -4.905
C -0.958 3.906 -4.921
C -3.595 1.980 -3.785
C -3.138 0.983 -4.801
C -4.870 1.874 -3.215
H -7.198 1.866 -1.912
H -6.776 3.242 -0.847
H -7.472 3.548 -2.445
H -5.132 4.981 -1.855
H -1.626 5.464 -2.782
H -2.933 6.157 -3.773
H -3.048 6.149 -2.004
H 1.704 -0.348 -3.046
H 1.339 0.587 -4.522
H 2.903 -0.236 -4.338
H 4.500 0.437 -2.596
H 6.478 3.405 -1.324
H 6.133 1.840 -0.581
H 6.750 1.912 -2.233
H 4.527 4.590 -1.550
H 2.959 6.011 -2.232
H 1.875 5.652 -3.578
H 1.334 5.429 -1.904
H 1.023 4.731 -4.842
H 0.923 3.226 -5.781
H -1.432 3.519 -5.825
H -1.258 4.952 -4.805
H -3.891 0.193 -4.880
H -3.041 1.436 -5.800
H -2.184 0.511 -4.543
H -5.458 0.971 -3.390
C -2.656 -4.143 0.086
C -2.743 -3.142 1.062
C -2.408 -1.796 0.697
C -1.929 -1.488 -0.642
C -1.384 -0.156 -0.846
C -1.037 0.496 -1.981
C -0.456 1.906 -1.899
C -1.109 2.858 -0.855
C -0.384 4.023 -0.646
C -0.891 5.079 0.130
C -2.138 4.909 0.746
C -2.757 3.653 0.724
C -2.266 2.634 -0.109
Pd -0.507 -2.338 1.530
P 1.195 -3.785 1.169
C 1.073 -4.242 -0.585
C 0.597 -5.499 -0.981
C 0.445 -5.779 -2.339
C 0.762 -4.817 -3.300
C 1.240 -3.561 -2.906
C 1.397 -3.272 -1.552
C 2.937 -3.293 1.290
C 3.919 -3.996 0.568
C 5.266 -3.665 0.718
C 5.642 -2.622 1.570
C 4.667 -1.905 2.269
C 3.320 -2.231 2.122
C 1.005 -5.288 2.173
C 2.122 -6.031 2.595
C 1.950 -7.173 3.376
C 0.668 -7.566 3.780
C -0.442 -6.814 3.390
C -0.280 -5.687 2.586
P -0.180 -0.843 3.186
C -1.788 -0.528 3.951
C -2.216 -1.353 5.005
C -3.533 -1.271 5.458
C -4.425 -0.366 4.872
C -4.000 0.465 3.831
C -2.683 0.393 3.371
C 0.964 -1.379 4.484
C 1.900 -0.485 5.036
C 2.924 -0.971 5.849
C 3.016 -2.336 6.131
C 2.059 -3.220 5.626
C 1.018 -2.743 4.830
C 0.400 0.765 2.598
C 0.075 1.928 3.318
C 0.574 3.161 2.901
C 1.431 3.234 1.804
C 1.779 2.079 1.101
C 1.253 0.844 1.481
C -2.004 -2.502 -1.604
C -2.354 -3.805 -1.230
H -2.857 -5.185 0.353
H -3.174 -3.319 2.051
H -2.783 -0.981 1.315
H -1.153 0.357 0.099
H -0.956 0.007 -2.961
H 0.588 1.776 -1.583
H 0.615 4.053 -1.085
H -0.308 6.002 0.228
H -2.612 5.760 1.230
H -3.669 3.474 1.301
H -2.800 1.684 -0.197
H 0.342 -6.246 -0.227
H 0.070 -6.757 -2.644
H 0.632 -5.040 -4.361
H 1.494 -2.806 -3.653
H 1.761 -2.289 -1.239
H 3.625 -4.798 -0.113
H 6.019 -4.228 0.167
H 6.696 -2.367 1.688
H 4.952 -1.091 2.936
H 2.554 -1.671 2.665
H 3.125 -5.716 2.306
H 2.820 -7.756 3.675
H 0.538 -8.455 4.397
H -1.445 -7.104 3.711
H -1.154 -5.102 2.286
H -1.515 -2.053 5.462
H -3.863 -1.919 6.271
H -5.455 -0.308 5.228
H -4.689 1.176 3.372
H -2.355 1.047 2.558
H 1.828 0.582 4.820
H 3.659 -0.276 6.256
H 3.832 -2.711 6.750
H 2.118 -4.287 5.847
H 0.266 -3.437 4.447
H -0.566 1.871 4.199
H 0.284 4.066 3.436
H 1.821 4.201 1.480
H 2.473 2.137 0.260
H 1.517 -0.056 0.918
H -1.787 -2.259 -2.647
H -2.414 -4.580 -1.997
```

Output
**Highest occupied orbital energy**: -7.9 eV
**E_LUMO**: -2.03 eV
**Electronic energy**: -3704.98986 hartree
**Net charge**: +1
**Relative energy (zero: lowest compared OMol25 entry of this formula, charge and spin)**: 0.0 kcal per mole

=====

> The lowest electronic energy belongs to which entry?

C72H193AsCrF6N17O21